Entry from the OMol25 dataset: a 6-piece molecular cluster, C4H21NO7 overall in a non-equilibrium geometry (ωB97M-V/def2-TZVPD).

orbital gap (spin up / spin down)	11.195 / 5.470	eV
energy	-746.04596	a.u.
LUMO level (spin up / spin down)	-3.070 / -8.780	eV
energy relative to the best compared isomer or geometry (same formula, charge and spin)	83.1	kJ/mol
spin multiplicity	2
charge	+1

Structure (XYZ):
```
33
C4H21NO7, DFT ωB97M-V/def2-TZVPD
C -0.648 -1.318 -0.285
O -1.979 -1.347 0.181
C 0.091 -0.095 0.477
C 1.318 0.288 -0.409
C 1.509 1.833 -0.429
O 0.540 2.535 0.346
N 0.446 -0.665 1.785
H -0.166 -2.236 0.034
H -0.829 -1.115 -1.338
H -2.534 -0.627 -0.165
H -0.697 0.660 0.574
H 1.177 -0.180 -1.383
H 2.177 -0.207 0.045
H 1.423 2.189 -1.459
H 2.407 2.177 0.057
H -0.371 2.488 0.027
H -0.405 -0.410 2.320
H 1.260 -0.168 2.139
H -0.216 1.401 -4.219
H -0.592 -0.091 -4.486
O -0.907 0.738 -4.101
H 2.153 -2.255 1.097
H 3.507 -1.980 0.755
O 2.832 -2.638 0.516
H -3.003 0.851 -2.275
H -1.493 1.258 -2.300
O -2.312 1.309 -1.784
H 0.401 2.153 2.064
H 0.007 2.563 3.588
O 0.256 1.865 2.978
H -2.008 -3.352 1.236
H -1.344 -2.454 2.225
O -2.001 -3.168 2.186
```

---

Entry from the OMol25 dataset: one molecule with the formula C4H3NO in a non-equilibrium geometry (ωB97M-V/def2-TZVPD).

orbital gap	8.796	eV
energy	-283.99566	a.u.
LUMO level	-0.043	eV
energy relative to the best compared isomer or geometry (same formula, charge and spin)	465.9	kJ/mol

Structure (XYZ):
```
9
C4H3NO, DFT ωB97M-V/def2-TZVPD
O 0.958 -1.443 -0.131
C 0.172 -0.362 0.229
C 0.155 0.763 -0.671
C 0.135 1.649 -1.493
C -0.812 -0.501 1.248
N -1.541 -0.547 2.174
H 0.559 -1.912 -0.886
H 0.289 -0.083 1.753
H 0.086 2.435 -2.222
```

---

Entry from the OMol25 dataset: an isolated ion of composition C4H13N2Si and charge +1 in a non-equilibrium geometry (ωB97M-V/def2-TZVPD).

orbital gap (spin up / spin down)	6.524 / 6.583	eV
energy	-558.76290	a.u.
LUMO level (spin up / spin down)	-3.267 / -7.826	eV
energy relative to the best compared isomer or geometry (same formula, charge and spin)	88.6	kJ/mol
spin multiplicity	3
charge	+1

Structure (XYZ):
```
20
C4H13N2Si, DFT ωB97M-V/def2-TZVPD
C 0.810 0.265 0.094
C -0.361 1.962 1.146
C -1.708 -2.003 -0.329
C 0.690 -1.244 -0.286
N -0.120 0.607 0.927
N -0.472 -1.856 0.316
Si 1.762 1.597 -1.003
H 0.367 2.413 1.852
H -1.365 2.109 1.548
H -0.360 2.468 0.229
H -2.465 -2.308 0.277
H -1.964 -0.949 -0.668
H -1.647 -2.772 -1.191
H 0.517 -1.322 -1.325
H 1.660 -1.723 -0.006
H -0.717 -0.137 1.302
H -0.219 -2.509 1.142
H 1.732 0.748 -2.229
H 0.799 2.662 -1.334
H 3.061 1.992 -0.460
```

---

Entry from the OMol25 dataset: one molecule with the formula C5H10O (ωB97M-V/def2-TZVPD).

orbital gap	10.393	eV
energy	-271.71555	a.u.
LUMO level	1.006	eV
energy relative to the best compared isomer or geometry (same formula, charge and spin)	97.3	kJ/mol
SMILES	C[C@H]1C[C@]1(C)O

Structure (XYZ):
```
16
C5H10O, DFT ωB97M-V/def2-TZVPD
C -0.323 1.544 0.881
C -0.023 0.887 -0.452
C 1.324 0.218 -0.608
C 0.082 -0.612 -0.539
C -0.366 -1.480 0.614
O -0.207 -1.182 -1.793
H -0.282 2.635 0.803
H -1.310 1.268 1.270
H 0.418 1.249 1.634
H -0.447 1.365 -1.333
H 1.812 0.223 -1.579
H 1.996 0.303 0.241
H -0.012 -2.507 0.485
H -1.466 -1.502 0.632
H -0.033 -1.108 1.586
H -1.163 -1.302 -1.844
```